one | Here is a molecular structure, C4H4N4 from OMol25. Energies are from ωB97M-V/def2-TZVPD.

LUMO energy: -0.1 eV
Gap between HOMO and LUMO: 9.51 eV
E_HOMO: -9.6 eV

Each line ends with the Mulliken charge.
Element x y z (Å)
C  1.311  1.114  -1.075  -0.28
C  0.108  0.582  0.495  0.42
C  -0.893  -1.661  -0.071  -0.04
C  0.396  -0.071  -0.706  0.53
H  2.390  0.868  -1.061  0.24
H  1.099  1.682  -1.968  0.23
H  1.644  1.938  0.828  0.28
H  -1.290  -2.645  -0.200  0.45
N  0.843  1.804  0.213  -0.44
N  -0.822  0.232  1.303  -0.42
N  -1.352  -1.003  0.982  -0.36
N  -0.008  -1.265  -0.991  -0.60


two | Here is a single C4H4N4 molecule from OMol25. Energies are from ωB97M-V/def2-TZVPD.

LUMO energy: -1.0 eV
Gap between HOMO and LUMO: 8.59 eV
Structure (SMILES): [H]/N=c1\cccnnn1
E_HOMO: -9.6 eV

Each line ends with the Mulliken charge.
Element x y z (Å)
H  -0.159  0.251  2.585  0.25
N  0.876  0.135  2.261  -0.62
C  0.785  -0.229  0.995  0.47
C  -0.481  -0.853  0.369  -0.36
C  -1.111  -0.317  -0.720  -0.21
C  -0.354  0.712  -1.379  0.00
N  0.998  0.934  -1.495  -0.23
N  1.990  0.133  -0.952  -0.25
N  1.884  -0.260  0.196  -0.09
H  -1.283  -1.552  0.885  0.26
H  -2.085  -0.403  -1.052  0.45
H  -1.059  1.449  -1.694  0.34


Least stable structure: two